No. 1
Entry from OMol25: C45H42BrF4N9O3Sc as an isolated structure in a non-equilibrium geometry (ωB97M-V with the def2-TZVPD basis set).

```
105
Properties=species:S:1:pos:R:3:lowdin_charge:R:1
Sc -0.173 1.063 0.757 1.07
C -2.555 2.692 -1.013 -0.07
N -1.509 2.862 0.008 -0.31
C -2.145 3.412 1.222 -0.06
C -0.511 3.823 -0.506 -0.19
C 0.647 4.038 0.470 -0.20
N 0.966 2.788 1.162 -0.09
C 1.737 2.864 2.279 -0.18
C 1.828 1.726 3.104 -0.12
F 1.103 0.626 2.685 0.02
C 2.533 1.665 4.281 -0.22
F 2.506 0.536 4.999 0.10
C 3.249 2.756 4.728 0.07
C 3.212 3.891 3.938 -0.21
F 3.898 4.967 4.322 0.11
C 2.494 3.958 2.758 -0.13
F 2.575 5.101 2.052 0.09
H -3.072 3.641 -1.195 0.11
H -3.290 1.958 -0.684 0.08
H -2.116 2.354 -1.951 0.07
H -2.563 4.404 1.018 0.11
H -1.423 3.482 2.035 0.09
H -2.952 2.752 1.542 0.09
H -0.988 4.789 -0.707 0.14
H -0.134 3.431 -1.452 0.06
H 0.373 4.816 1.187 0.12
H 1.501 4.409 -0.102 0.13
H 3.810 2.727 5.648 0.14
C 3.102 -3.255 -4.504 -0.04
C 2.390 -1.936 -4.441 -0.24
C 1.853 -1.326 -5.570 -0.01
C 1.226 -0.094 -5.459 -0.09
C 1.172 0.471 -4.199 -0.76
Br 0.365 2.177 -3.959 0.79
N 1.649 -0.085 -3.105 0.03
C 2.245 -1.267 -3.230 -0.09
H 3.234 -3.579 -5.534 0.08
H 2.533 -4.020 -3.975 0.09
H 4.082 -3.180 -4.034 0.09
H 1.933 -1.807 -6.535 0.12
H 0.803 0.412 -6.315 0.11
H 2.627 -1.701 -2.310 0.11
C -7.555 2.838 -4.729 -0.07
O -7.001 2.780 -3.425 -0.07
C -6.962 1.589 -2.800 -0.28
C -7.396 0.386 -3.356 -0.01
C -7.296 -0.781 -2.623 -0.01
C -6.733 -0.789 -1.349 -0.28
C -6.339 0.433 -0.780 -0.01
C -6.460 1.602 -1.493 0.01
N -6.690 -2.043 -0.710 0.08
N -5.901 -2.332 0.199 0.08
C -4.782 -1.609 0.603 -0.25
C -4.611 -1.351 1.950 0.00
C -3.514 -0.636 2.431 0.03
C -2.518 -0.196 1.578 -0.32
O -1.469 0.509 1.974 -0.15
C -2.614 -0.548 0.200 -0.15
N -1.560 -0.184 -0.594 0.04
C -1.603 -0.506 -1.872 -0.10
C -2.653 -1.228 -2.446 -0.01
C -3.709 -1.616 -1.659 0.03
C -3.731 -1.262 -0.299 -0.09
H -7.466 3.873 -5.046 0.10
H -8.609 2.551 -4.725 0.10
H -7.006 2.198 -5.424 0.10
H -7.824 0.356 -4.347 0.11
H -7.634 -1.722 -3.037 0.12
H -5.986 0.467 0.241 0.11
H -6.179 2.554 -1.064 0.12
H -5.388 -1.672 2.631 0.12
H -3.423 -0.416 3.487 0.13
H -0.750 -0.204 -2.464 0.08
H -2.621 -1.487 -3.494 0.12
H -4.508 -2.211 -2.079 0.12
C 4.005 -3.954 5.883 -0.04
C 4.707 -3.439 4.659 -0.27
C 5.432 -4.289 3.831 -0.03
C 6.032 -3.817 2.676 -0.03
C 5.920 -2.477 2.322 -0.27
N 6.548 -2.060 1.121 0.14
C 6.305 -1.019 0.283 -0.51
O 7.128 -0.606 -0.502 0.09
N 5.044 -0.380 0.344 0.14
C 3.776 -0.920 0.344 -0.21
C 3.487 -2.284 0.469 0.02
C 2.165 -2.687 0.484 -0.02
C 1.156 -1.751 0.350 -0.12
N 1.417 -0.449 0.187 -0.03
C 2.690 -0.053 0.189 -0.07
C 5.235 -1.607 3.163 -0.02
C 4.636 -2.093 4.313 -0.03
H 4.374 -4.938 6.166 0.08
H 2.934 -4.036 5.689 0.09
H 4.137 -3.274 6.724 0.08
H 5.533 -5.336 4.090 0.12
H 6.595 -4.492 2.042 0.12
H 7.423 -2.516 0.910 0.16
H 5.114 0.549 -0.045 0.15
H 4.277 -3.015 0.537 0.12
H 1.919 -3.733 0.598 0.12
H 0.116 -2.053 0.343 0.11
H 2.869 1.006 0.037 0.13
H 5.187 -0.552 2.931 0.11
H 4.114 -1.410 4.968 0.10
```

Output
net charge = +1
total energy = -6192.67197 hartree


No. 2
Entry from OMol25: C10H26Cl2HgN2O3 as an isolated structure in a non-equilibrium geometry (ωB97M-V with the def2-TZVPD basis set).

```
44
Properties=species:S:1:pos:R:3:lowdin_charge:R:1
Hg 1.422 -0.716 -0.227 0.74
Cl 2.270 -0.821 -2.690 -0.33
Cl 2.192 -3.016 0.787 -0.38
C -5.243 -2.038 -0.994 -0.14
O -4.044 -1.615 -1.548 -0.18
C -2.935 -2.474 -1.384 -0.21
C -1.612 -1.729 -1.506 -0.18
N -0.787 -1.667 -0.278 -0.11
C -1.538 -0.807 0.679 -0.18
C -0.871 -0.758 2.057 -0.23
O 0.457 -0.321 1.987 -0.32
C 0.985 0.099 3.248 -0.06
H -5.637 -2.947 -1.468 0.09
H -6.034 -1.314 -1.189 0.09
H -5.226 -2.220 0.085 0.09
H -3.026 -3.338 -2.044 0.13
H -2.976 -2.864 -0.352 0.12
H -1.721 -0.716 -1.891 0.11
H -1.062 -2.241 -2.299 0.12
H -0.784 -2.616 0.097 0.10
H -2.558 -1.183 0.806 0.11
H -1.667 0.197 0.271 0.12
H -0.915 -1.751 2.524 0.13
H -1.508 -0.114 2.678 0.13
H 0.266 0.800 3.673 0.09
H 1.877 0.697 3.053 0.07
H 1.289 -0.773 3.823 0.10
C 4.103 3.008 0.315 -0.05
C 2.910 2.065 0.348 -0.40
C 1.943 2.391 -0.764 -0.24
O 0.846 1.519 -0.796 -0.32
C -0.119 1.942 -1.734 -0.09
N 3.330 0.631 0.231 0.00
H 4.531 3.113 1.312 0.08
H 3.796 3.996 -0.036 0.08
H 4.891 2.666 -0.357 0.09
H 2.375 2.062 1.305 0.13
H 2.475 2.332 -1.726 0.14
H 1.649 3.438 -0.606 0.13
H -0.499 2.928 -1.465 0.10
H -0.993 1.291 -1.775 0.07
H 0.275 1.884 -2.750 0.10
H 3.818 0.361 1.083 0.09
H 4.055 0.617 -0.488 0.08
```

Output
total energy = -1805.62053 hartree
energy relative to the best compared isomer or geometry (same formula, charge and spin) = 0.2944 eV


No. 3
Entry from OMol25: C3H6N2O2 as an isolated structure in a non-equilibrium geometry (ωB97M-V with the def2-TZVPD basis set).

```
13
Properties=species:S:1:pos:R:3:lowdin_charge:R:1
C 0.898 0.404 -1.166 -0.08
C -0.541 0.327 1.159 -0.06
C -0.309 1.674 0.690 -0.07
O 0.946 0.961 0.152 -0.20
O -0.004 -2.535 0.466 -0.09
N -1.290 -1.881 0.647 -0.04
N -1.178 -0.670 0.804 -0.03
H -0.250 -3.466 0.446 0.07
H 1.796 0.743 -1.678 0.09
H 0.863 -0.682 -1.076 0.07
H 0.014 0.722 -1.726 0.09
H -0.038 2.404 1.453 0.12
H -0.905 1.999 -0.171 0.12
```

Output
total energy = -377.67322 hartree
energy relative to the best compared isomer or geometry (same formula, charge and spin) = 7.7856 eV


No. 4
Entry from OMol25: C15H14O8Ta as an isolated structure in a non-equilibrium geometry (ωB97M-V with the def2-TZVPD basis set).

```
38
Properties=species:S:1:pos:R:3:lowdin_charge:R:1
Ta -0.617 -0.722 -0.472 2.19
O -0.555 -1.886 3.406 0.17
C -0.413 -1.786 2.197 -0.60
O -0.676 -0.722 1.600 -0.05
C 0.278 -2.899 1.415 -0.11
C 1.498 -2.362 0.621 -0.42
C 2.464 -3.519 0.341 -0.10
C 1.722 -4.247 -0.769 -0.10
C 0.482 -3.357 -0.906 -0.09
O 1.597 -1.399 -0.505 -0.25
C -0.479 -3.641 0.283 -0.26
C -1.997 -3.287 -0.056 -0.13
O -2.805 -4.092 0.032 0.30
O -2.697 -1.399 -0.447 -0.38
H 0.615 -3.636 2.182 0.19
H 2.032 -1.539 1.142 0.17
H 2.702 -4.133 1.237 0.15
H 3.405 -3.101 -0.081 0.14
H 1.495 -5.315 -0.567 0.16
H 2.323 -4.166 -1.703 0.15
H 0.004 -3.528 -1.899 0.16
H -0.505 -4.733 0.504 0.18
O -0.333 4.864 -2.783 0.06
C -0.500 4.930 -1.423 -0.24
C -0.567 6.203 -0.858 0.01
C -0.735 6.343 0.519 -0.05
C -0.837 5.209 1.324 -0.08
C -0.769 3.936 0.752 -0.02
C -0.598 3.773 -0.634 -0.08
C -0.525 2.394 -1.245 -0.49
O -0.373 2.359 -2.512 0.04
O -0.617 1.392 -0.472 -0.14
H -0.311 3.888 -2.992 0.07
H -0.486 7.076 -1.497 0.13
H -0.788 7.333 0.960 0.11
H -0.969 5.309 2.397 0.11
H -0.848 3.051 1.382 0.11
H -0.617 -2.586 -0.472 -0.02
```

Output
net charge = +1
total energy = -1238.27707 hartree


No. 5
Entry from OMol25: C19H50B2NO29 as an isolated structure in a non-equilibrium geometry (ωB97M-V with the def2-TZVPD basis set).

```
101
Properties=species:S:1:pos:R:3:lowdin_charge:R:1
C 2.302 2.526 -0.556 -0.12
C 0.892 2.600 -1.004 -0.32
C 0.751 2.991 -2.462 -0.13
C -0.779 3.253 -2.924 -0.05
N -1.065 2.741 -4.349 -0.15
C -2.531 2.851 -4.576 -0.15
C -3.052 1.886 -5.538 -0.15
C -2.036 0.738 -5.448 -0.10
C -0.879 1.307 -4.613 -0.11
C -0.257 3.643 -5.363 -0.08
C -0.715 3.701 -6.792 -0.19
C 0.049 4.898 -7.440 -0.07
H 2.942 1.815 -1.063 0.05
H 2.284 2.169 0.651 0.17
H 2.764 3.566 -0.763 0.10
H 0.619 3.320 -0.345 0.07
H 0.343 1.621 -0.718 0.14
H 1.159 2.195 -2.961 0.08
H 1.100 4.054 -2.353 0.14
H -1.099 4.229 -2.690 0.12
H -1.426 2.656 -2.290 0.11
H -2.990 3.802 -4.787 0.15
H -3.086 2.520 -3.624 0.16
H -3.030 2.109 -6.507 0.06
H -4.032 1.619 -5.213 0.13
H -1.601 0.675 -6.354 0.06
H -2.261 -0.367 -5.181 0.16
H 0.022 1.066 -5.261 0.17
H -0.611 0.855 -3.771 0.08
H 0.677 3.548 -5.228 0.06
H -0.333 4.603 -4.831 0.15
H -1.769 3.722 -6.953 0.09
H -0.440 2.856 -7.393 0.11
H 1.168 4.823 -7.165 0.11
H -0.104 5.840 -7.117 0.03
H -0.004 4.870 -8.544 0.09
O 3.258 -1.032 0.434 0.14
C 2.187 -1.314 0.934 -0.41
O 1.193 -0.517 0.687 0.24
B 0.103 -1.101 1.610 -0.79
O 0.776 -2.211 2.368 0.32
C 1.902 -2.314 1.859 -0.44
O 2.671 -3.235 2.153 0.10
O -1.058 -1.559 0.930 0.29
C -2.031 -0.781 1.286 -0.32
O -3.252 -1.065 1.068 0.10
C -1.598 0.146 2.308 -0.34
O -0.350 -0.046 2.567 0.27
O -2.261 1.067 2.860 0.06
O -1.252 -4.331 5.307 0.16
C -0.195 -3.724 5.417 -0.49
O 0.865 -4.163 5.947 0.30
B 1.921 -3.158 5.869 -0.85
O 1.118 -2.000 5.481 0.31
C -0.018 -2.399 5.342 -0.46
O -0.962 -1.501 5.173 0.07
O 2.898 -3.521 4.840 0.27
C 3.976 -3.701 5.486 -0.41
O 4.865 -4.458 5.042 0.14
C 3.859 -3.280 6.828 -0.49
O 2.644 -3.073 7.142 0.31
O 4.717 -3.355 7.653 0.17
O 2.979 -0.905 -2.209 -0.06
H 2.918 -0.742 -1.239 -0.01
H 2.116 -0.812 -2.566 -0.01
O -4.167 1.561 4.738 -0.15
H -3.684 2.238 5.367 0.08
H -3.493 1.512 3.984 0.00
O -0.613 3.448 3.796 -0.08
H 0.090 3.170 4.327 -0.04
H -1.066 2.596 3.500 0.03
O 5.428 -3.814 1.969 -0.05
H 5.570 -4.688 1.826 -0.04
H 4.445 -3.733 1.672 0.04
O 3.313 -5.577 0.419 -0.06
H 3.456 -5.034 -0.361 0.04
H 3.322 -4.964 1.180 0.00
O -2.857 0.406 -2.106 -0.03
H -3.697 0.209 -1.604 0.08
H -2.761 -0.311 -2.676 -0.01
O -5.864 -2.693 2.177 -0.10
H -5.115 -2.120 1.856 0.02
H -6.241 -2.180 2.927 0.05
O 1.139 -5.667 2.985 -0.09
H 1.642 -4.772 2.974 0.04
H 1.426 -6.014 3.853 0.05
O -5.489 -1.874 -1.349 -0.02
H -6.320 -1.828 -0.980 -0.01
H -4.923 -2.304 -0.718 0.02
O 6.299 0.339 1.436 -0.07
H 5.555 -0.109 1.900 0.04
H 6.119 0.061 0.541 0.01
O 0.317 -3.890 -0.241 -0.13
H -0.343 -3.841 -1.067 0.10
H -0.266 -4.445 0.459 0.13
O 0.799 1.236 5.080 -0.12
H 0.893 0.222 4.939 0.06
H 0.525 1.363 6.060 0.09
O -3.641 3.215 0.370 -0.10
H -3.011 2.383 0.540 0.10
H -3.748 3.697 1.160 0.00
```

Output
net charge = -1
total energy = -3040.58819 hartree
energy relative to the best compared isomer or geometry (same formula, charge and spin) = 0.0000 eV


No. 6
Entry from OMol25: C3H4LuO3 as an isolated structure in a non-equilibrium geometry (ωB97M-V with the def2-TZVPD basis set).

```
11
Properties=species:S:1:pos:R:3:lowdin_charge:R:1
C 0.533 -0.977 -1.250 -0.03
C -0.073 0.274 -1.177 -0.12
O -0.774 0.598 -0.100 -0.07
C -0.848 -0.090 1.504 -0.40
O -0.075 -1.054 1.623 0.16
O -1.014 0.874 2.208 -0.12
H 1.607 -1.011 -1.046 0.11
H 0.044 1.075 -1.915 0.15
H 0.321 -1.506 -2.186 0.11
Lu -0.154 3.176 1.933 1.97
H 0.435 -1.359 0.406 0.25
```

Output
net charge = +2
multiplicity = 2
total energy = -1577.03078 hartree
expectation value of S² = 0.7512
energy relative to the best compared isomer or geometry (same formula, charge and spin) = 2.8697 eV


> Look up the total energy of the second one.

-1805.62053 hartree